[1]
The following is a DFT calculation (the ωB97M-V functional and the def2-TZVPD basis) of a molecular structure, C4H6N2O2 in a non-equilibrium geometry.

## Properties
* E_LUMO: 0.70 eV
* spin multiplicity: 1
* largest force on an atom: 0.04091 hartree/bohr
* total charge: 0
* Kohn-Sham gap: 8.384 eV
* energy relative to the best compared isomer or geometry (same formula, charge and spin): 2.505 eV

Each line ends with the Mulliken charge.
Geometry (Å):
H (0.34051, -1.53944, -1.65531)  0.208
N (-1.79333, 1.24255, 0.40195)  -0.454
C (0.25005, -1.70793, 0.50624)  0.516
H (1.97918, 1.30695, 0.32210)  0.249
C (0.78037, -1.17507, -0.72587)  -0.229
H (1.26981, 1.74901, -1.09285)  0.216
O (-1.50992, -1.05311, 0.31815)  -0.618
H (1.86618, -1.27253, -0.72822)  0.241
O (0.41546, -2.41414, 1.42690)  -0.432
C (-1.04570, 0.14137, 0.11374)  0.375
H (-2.66954, 1.08185, 0.87160)  0.239
H (-1.30706, 2.10516, 0.59190)  0.242
N (1.09899, 1.35603, -0.17579)  -0.579
C (0.32500, 0.17931, -0.17456)  0.028


[2]
The following is a DFT calculation (the ωB97M-V functional and the def2-TZVPD basis) of 3 unconnected molecules or ions with the total composition C4H15NO2 in a non-equilibrium geometry.

## Properties
* SMILES: CCNCC.O.O
* E_LUMO: 0.87 eV
* spin multiplicity: 1
* largest force on an atom: 0.04587 hartree/bohr
* total charge: 0
* Kohn-Sham gap: 9.772 eV
* energy relative to the best compared isomer or geometry (same formula, charge and spin): 0.982 eV

Each line ends with the Mulliken charge.
Geometry (Å):
H (0.72668, -0.27263, 2.49833)  0.228
H (-1.75571, -0.55880, -1.26437)  0.353
H (2.59007, 0.27705, 1.04988)  0.288
H (-1.62247, -1.64862, 1.17857)  0.378
H (-1.89165, 0.94737, -0.38808)  0.262
C (-1.30048, -0.63460, 0.89779)  -0.395
H (0.76843, -1.99873, 2.13744)  0.374
C (1.00295, -1.00314, 1.72266)  -0.332
H (-3.12359, -0.18867, -0.15751)  0.377
H (3.05859, -0.80204, 2.35262)  0.372
H (0.43744, 1.23713, 0.39686)  0.349
O (-0.57721, 0.46328, -4.10017)  -0.645
H (0.24336, -0.98821, -0.35740)  0.183
O (0.30752, 2.21268, 0.34729)  -0.709
H (0.51300, 2.53930, 1.22906)  0.311
C (2.47296, -0.73480, 1.43169)  -1.161
C (-2.05732, -0.13445, -0.30957)  -1.179
H (-1.39718, 0.00633, 1.78109)  0.307
H (2.91500, -1.44042, 0.72869)  0.302
N (0.16017, -0.68105, 0.59884)  -0.301
H (-1.29746, 1.07543, -3.92709)  0.317
H (0.23121, 0.92208, -3.83052)  0.322


[3]
The following is a DFT calculation (the ωB97M-V functional and the def2-TZVPD basis) of a molecular structure, C27H71AsF6N11O7P2 in a non-equilibrium geometry.

## Properties
* E_LUMO (alpha / beta): 3.75 / 3.75 eV
* spin multiplicity: 2
* largest force on an atom: 0.10121 hartree/bohr
* total charge: -2
* Kohn-Sham gap (alpha / beta): 2.335 / 7.987 eV
* expectation value of S²: 0.75

Each line ends with the Löwdin spin population.
Geometry (Å):
H (-3.64802, 1.53969, -1.70839)  0.003
H (4.23515, 2.20266, -0.30006)  0.001
N (3.66551, -1.87793, 2.64139)  0.001
C (7.82651, 0.74635, 1.51730)  0.000
H (-5.30392, 0.15308, -4.54153)  0.000
H (4.61582, -1.16264, 4.45318)  0.000
C (-5.09334, -3.68803, 5.83409)  0.000
H (3.00011, 3.69401, -6.07584)  0.000
H (-5.18301, -4.74612, 6.08008)  0.000
C (2.43974, -1.53519, 2.98558)  0.006
H (6.81449, 0.38384, 1.69762)  0.000
F (0.06102, -1.42304, -0.21285)  0.118
N (-4.53458, 3.44484, 1.23265)  0.000
C (8.97024, 2.53049, 0.63184)  0.000
H (7.95947, 1.31060, 2.44036)  0.000
H (-5.99965, -3.22053, 6.21897)  0.000
H (5.29280, -2.68113, 3.86891)  0.000
As (-0.25611, 0.34736, -0.47847)  0.185
C (6.27166, 3.77492, -1.01730)  0.000
C (-3.85028, 2.15848, 1.09998)  0.004
H (-3.45112, -1.02427, 1.10581)  0.003
H (-4.27843, -3.19766, 6.36661)  0.000
N (-3.36568, -3.72633, -1.81740)  0.001
H (-5.04817, 1.57975, -5.61551)  0.000
H (5.60648, -1.08962, 3.06451)  0.000
O (-4.77532, -2.81648, -3.32316)  0.001
N (-2.93501, -1.91659, 3.46266)  0.001
C (4.61925, 1.36723, 0.28528)  0.005
N (-4.16121, 1.51455, -3.70676)  0.001
C (6.63097, 2.69483, -3.25541)  0.000
H (-1.28448, -3.38553, 3.09693)  0.001
H (8.58711, -0.03354, 1.48020)  0.000
N (7.84684, 1.57015, 0.40814)  0.000
C (-4.86272, 4.28729, 0.01100)  0.001
C (2.70863, 2.90488, -2.75536)  0.006
N (2.64263, 2.88060, -4.25391)  0.000
O (-2.63012, 2.43541, -5.04494)  0.002
C (4.87060, -1.72629, 3.55569)  0.001
H (2.43718, 0.90378, -4.78646)  0.002
H (-2.32792, 0.03321, 2.95730)  0.003
H (-5.47594, 5.14825, 0.27706)  0.000
F (-1.72516, 0.03245, -1.48964)  0.122
F (1.16130, 0.67184, 0.56839)  0.098
H (9.22040, 2.97273, 1.59618)  0.000
C (4.87496, -0.37886, -1.49002)  0.004
N (-4.96344, -2.36438, 1.84284)  0.000
C (-6.33604, -2.85342, 1.47906)  0.000
C (-4.23794, -4.81428, -1.29931)  0.001
O (7.80146, 0.14577, -1.83071)  0.000
H (-4.31804, 1.68481, 0.23688)  0.000
H (4.34971, -3.41375, 1.19870)  0.001
C (-2.97627, 1.95793, -3.97526)  0.005
C (-4.81071, 3.88118, 2.47146)  0.001
H (7.07659, 4.48716, -0.83583)  0.000
H (6.38323, 3.70907, -3.56853)  0.000
H (-3.59595, -5.69413, -1.34172)  0.000
H (-2.25730, 1.90868, -3.14287)  0.004
O (2.09683, -1.48858, 4.10794)  0.002
H (-4.75395, 3.07266, 3.21663)  0.000
N (6.75701, 2.62853, -1.77932)  0.000
H (3.20524, -2.39594, 0.60525)  0.004
H (3.53886, 3.54281, -2.45226)  0.000
C (-2.13888, -3.45459, -1.07540)  0.009
H (1.76788, 2.10642, -5.90527)  0.000
C (1.86172, 1.82688, -4.85591)  0.005
H (-4.23149, -4.86663, 2.69401)  0.000
H (-2.81022, 2.24913, 0.78669)  0.004
N (5.50889, 0.57537, -0.58742)  0.000
H (4.55795, 0.15008, -2.38881)  0.001
H (-6.30317, -3.31046, 0.49005)  0.000
H (-4.46782, 0.05365, -2.24852)  0.001
H (-2.40588, -2.71702, -0.31857)  0.002
H (-3.11953, -0.17651, 4.63303)  0.000
P (7.07054, 1.12527, -1.02469)  0.000
H (4.86101, -1.70336, 0.92434)  0.000
C (-4.48981, -1.29155, 0.91143)  0.002
H (5.61139, 4.37233, -1.64599)  0.000
H (-4.58910, -4.65811, -0.27931)  0.000
O (3.74549, 4.91718, -4.61566)  0.000
H (9.85368, 1.93497, 0.40167)  0.000
H (-2.63538, -3.48199, 2.14021)  0.000
C (-2.42975, -0.54672, 3.87458)  0.005
C (3.18733, 3.86047, -5.00371)  0.000
N (-4.80080, -3.58858, 4.37625)  0.000
H (3.93233, -0.81322, -1.15705)  0.003
H (-1.38976, -0.63970, 4.18740)  0.001
H (-3.97128, 1.59483, 2.02505)  0.000
H (-1.62815, -4.31236, -0.63780)  0.003
H (-5.34566, 3.74515, -0.80200)  0.000
H (-1.55874, -2.10863, 1.85243)  0.004
H (-6.07653, 1.75987, -4.15265)  0.000
H (3.81242, 0.67901, 0.53720)  0.003
H (-2.89797, -2.12250, -2.95143)  0.003
H (5.56871, -1.11216, -1.90121)  0.000
H (0.86693, 1.61279, -4.46517)  0.003
H (7.51951, 2.31394, -3.75892)  0.000
H (-3.94387, 4.71866, -0.38613)  0.001
P (-4.62115, -2.11686, 3.52771)  0.000
H (5.20908, 1.56884, 1.17946)  0.001
H (-5.01222, -5.74702, 3.96279)  0.000
C (-4.34950, -4.90179, 3.77702)  0.001
H (1.70678, -1.52385, 2.16409)  0.005
H (5.75460, 3.58758, -0.07621)  0.000
H (-3.35248, -5.14688, 4.14304)  0.000
H (-6.69142, -3.56024, 2.22888)  0.000
H (-6.88678, -1.91308, 1.45566)  0.000
O (-5.38210, -0.90178, 3.93049)  0.000
C (-5.22774, 1.23905, -4.59583)  0.001
H (-5.15171, -0.43708, 1.05240)  0.000
F (-1.31281, 0.39871, 1.02197)  0.104
F (-0.53189, 2.08426, -0.76420)  0.105
C (-2.01460, -2.72829, 2.62463)  0.004
F (0.88007, 0.29494, -1.94295)  0.110
C (-3.72341, -2.81521, -2.72554)  0.003
C (4.06669, -2.36371, 1.27230)  0.005
H (-5.02957, -5.07991, -1.99993)  0.000
H (-1.41422, -2.95715, -1.72002)  0.004
O (-5.36897, 4.95467, 2.69107)  0.000
C (-4.44616, 1.14008, -2.33399)  0.005
H (-4.53865, -1.63208, -0.12285)  0.001
H (1.84227, 3.45414, -2.38680)  0.003
H (8.98707, 3.26995, -0.16880)  0.000
H (5.78425, 2.03330, -3.43859)  0.000
H (2.60995, 1.88748, -2.37688)  0.004
H (-5.40537, 1.57242, -2.04923)  0.000


[4]
The following is a DFT calculation (the ωB97M-V functional and the def2-TZVPD basis) of CH2N2O in the gas phase in a non-equilibrium geometry.

## Properties
* E_LUMO: 0.34 eV
* spin multiplicity: 1
* largest force on an atom: 0.10800 hartree/bohr
* total charge: 0
* Kohn-Sham gap: 8.528 eV
* energy relative to the best compared isomer or geometry (same formula, charge and spin): 5.760 eV

Each line ends with the Mulliken charge.
Geometry (Å):
H (2.39189, -0.45849, 0.54082)  0.167
O (0.57817, 0.01954, 0.10058)  -0.128
N (1.99966, 0.23224, -0.09574)  -0.484
H (-2.49008, -0.23269, -0.55522)  0.280
N (-1.86043, 0.27100, 0.05031)  -0.486
C (-0.61921, 0.16840, -0.04075)  0.651


[5]
The following is a DFT calculation (the ωB97M-V functional and the def2-TZVPD basis) of 5 unconnected molecules or ions with the total composition C36H47Br2IN4O5 in a non-equilibrium geometry.

## Properties
* SMILES: CCC(=O)OCCc1cc(C[C@@H](C)I)c2c(c1)C(=O)C(Br)=C(CC(=O)Br)C2=O.CCCC#N.CCCC#N.CCCC#N.CCCC#N
* E_LUMO: -1.12 eV
* spin multiplicity: 1
* largest force on an atom: 0.02140 hartree/bohr
* total charge: 0
* Kohn-Sham gap: 7.937 eV

Each line ends with the Mulliken charge.
Geometry (Å):
C (-3.51753, 3.44183, 3.70033)  -1.087
C (-0.57546, 4.84573, -2.11172)  -0.181
C (-2.89137, 5.27235, -1.28992)  -1.056
C (-5.72757, 4.79924, -1.72340)  -0.680
C (-7.38058, 2.43667, -2.84098)  -0.359
C (1.31539, -4.22545, -2.53103)  -0.903
O (1.36177, 0.34630, -0.87465)  -0.428
O (-8.14483, 4.50749, -3.65903)  -0.522
H (-4.09948, 5.31479, 1.86641)  0.381
H (-3.39562, 3.05486, 2.68895)  0.330
H (6.91034, -9.40588, -5.51438)  0.306
H (2.13156, -7.59804, -2.88711)  0.194
H (4.85895, -8.71073, -6.98112)  0.321
O (0.99502, 4.88724, 1.38814)  -0.579
O (-7.14562, 4.60026, -1.66909)  -0.367
H (1.01851, -5.72397, -4.04258)  0.317
N (3.62820, -6.32387, -0.45827)  -0.470
C (6.23616, -9.47072, -4.65844)  -1.137
C (-3.36494, 5.22494, 1.08182)  -0.440
N (5.57457, 0.59891, -0.00390)  -0.544
N (4.14876, -6.40910, -4.97233)  -0.455
H (-3.21983, 2.65652, 4.38152)  0.449
C (-7.59541, 3.92589, -2.77625)  0.571
H (6.09272, -4.03550, -0.60980)  0.369
H (-0.97324, 5.69985, 3.03350)  0.392
C (2.84199, -6.49275, -1.27575)  0.297
H (-4.56814, 3.69396, 3.80835)  0.221
C (4.24275, -8.76889, -6.08288)  -0.443
H (-0.43244, 2.86764, 9.55526)  0.268
C (1.74205, -5.49872, -3.25586)  -0.229
H (2.71612, 2.52890, -0.89433)  0.471
C (-0.32801, 1.79638, 9.73713)  -0.380
H (-0.82615, 3.97338, 2.91102)  0.594
I (-1.65227, 4.61217, 5.76991)  0.043
H (-8.21718, 2.00660, -3.37667)  0.363
C (-3.80615, 5.36712, -0.23737)  0.449
C (-1.53071, 4.79218, 2.80826)  -0.813
H (6.61495, -10.24251, -3.98931)  0.326
H (0.34826, -4.34896, -2.03808)  0.333
H (2.99083, -1.14854, 0.15498)  0.246
H (-5.81497, 5.22400, 0.32467)  0.337
C (-1.21566, 1.02442, 8.75374)  -0.379
H (-6.15757, 1.02656, -3.93494)  0.353
C (5.72413, -3.04708, -0.88199)  -1.295
H (1.22888, -3.39790, -3.23520)  0.381
C (1.84325, -6.71011, -2.32311)  -0.424
H (-5.44154, 5.27394, -2.66247)  0.392
C (4.48302, -2.70342, -0.06841)  -0.458
H (5.50389, -3.05254, -1.95168)  0.301
N (-0.48788, 1.48016, 6.28969)  -0.375
H (4.80332, -10.77940, -5.58426)  0.310
C (3.88256, -1.34142, -0.43713)  -0.021
H (1.73210, 1.95554, 10.37358)  0.323
C (4.18803, -7.43996, -5.47296)  0.213
H (1.28009, 0.34045, 9.82508)  0.301
C (1.14255, 1.40727, 9.63916)  -1.124
C (4.81584, -9.80041, -5.10284)  -0.383
H (-1.15011, -0.04846, 8.94060)  0.300
C (-5.27558, 5.62371, -0.53154)  -0.902
H (2.04642, -3.93602, -1.77432)  -0.033
H (4.16882, -9.86724, -4.22599)  0.264
C (-1.56000, 4.99454, -1.01016)  0.570
H (-5.46661, 6.68342, -0.66215)  0.378
C (0.45925, 3.79917, -1.84739)  0.463
H (-5.23058, 3.83221, -1.67981)  0.346
C (1.16630, 1.26735, -0.17853)  0.563
H (-3.22357, 5.61116, 3.88793)  0.651
H (4.73264, -2.71755, 0.99403)  0.336
H (6.27561, -8.52293, -4.12015)  0.343
H (3.23361, -9.04897, -6.38629)  0.267
C (4.83353, -0.25514, -0.19735)  0.164
H (0.88212, -6.91139, -1.84633)  0.363
C (1.89219, 2.58719, -0.19396)  -1.222
C (-2.02579, 4.95274, 1.38401)  0.445
Br (1.06496, 2.83057, -3.33473)  -0.095
H (-3.17172, 5.40641, -2.32309)  0.520
C (-6.11099, 2.06276, -3.61427)  -1.107
H (-5.99143, 2.66660, -4.51055)  0.299
C (0.88246, 3.63198, -0.59333)  0.180
H (3.72742, -3.47316, -0.22889)  0.171
Br (-0.26805, 1.18782, 1.16626)  -0.175
C (0.30862, 4.49541, 0.48254)  -0.494
H (3.59535, -1.32078, -1.48918)  0.260
C (-1.13016, 4.82524, 0.30986)  0.667
O (-0.59850, 5.51991, -3.10351)  -0.531
H (2.20252, 2.77341, 0.83149)  0.447
H (-2.25856, 1.32233, 8.86753)  0.263
H (-5.20827, 2.16211, -3.01927)  0.328
C (-0.81385, 1.27916, 7.37027)  0.174
C (-2.64669, 4.69917, 3.83622)  -0.478
H (1.55008, 1.63706, 8.65398)  0.344
H (-7.32819, 2.01269, -1.84075)  0.275
H (-0.68664, 1.60786, 10.75042)  0.301
H (2.70764, -5.34541, -3.74385)  0.315
H (6.52932, -2.33263, -0.70202)  0.422


[6]
The following is a DFT calculation (the ωB97M-V functional and the def2-TZVPD basis) of a gas-phase ion, C2H5N2S (charge +1) in a non-equilibrium geometry.

## Properties
* SMILES: [H]/N=C1\S[C@H]1[NH3+]
* E_LUMO: -4.28 eV
* spin multiplicity: 1
* largest force on an atom: 0.07370 hartree/bohr
* total charge: +1
* Kohn-Sham gap: 9.681 eV
* energy relative to the best compared isomer or geometry (same formula, charge and spin): 2.248 eV

Each line ends with the Mulliken charge.
Geometry (Å):
H (0.04344, 1.71283, -0.95762)  0.429
H (1.88298, -2.69792, 0.59572)  0.285
C (1.00246, -0.98426, 0.95208)  0.380
N (-0.38646, 0.77031, -0.47792)  -0.499
N (1.10645, -2.12058, 0.53295)  -0.464
C (-0.06184, 0.25823, 0.92881)  -0.372
S (1.75112, 0.44051, 1.43339)  -0.016
H (-0.78720, 0.31023, 1.78201)  0.416
H (-0.13648, 0.00134, -1.25854)  0.457
H (-1.40169, 0.80294, -0.70098)  0.383